1.
A cluster of 6 separate species, C29H52N5O3 in total at a distorted geometry. Source: the Open Molecules 2025 dataset; level of theory: the ωB97M-V functional and the def2-TZVPD basis.

Values from the calculation:
- HOMO level (eV) = -2.79
- Kohn-Sham gap (eV) = 4.646
- total charge = -1
- spin multiplicity = 1

Structure (XYZ):
```
89
Properties=species:S:1:pos:R:3:forces:R:3:lowdin_charge:R:1
O -1.764206 -2.985904 1.075383 0.0506 0.2325 0.6952 -0.187
O -5.425459 -2.815293 -0.569740 -0.9572 -1.1290 3.0344 -0.160
O -6.526164 -4.038525 0.935516 -0.1968 0.1928 0.7947 -0.116
N 5.254619 2.914370 3.006009 -0.0794 -0.0278 0.4630 0.153
N 0.222086 2.968164 -1.292031 0.4127 0.0716 -0.0773 0.142
N 1.648301 -3.107006 4.197382 0.3399 -0.1291 -0.1735 0.161
N 4.221942 4.045215 -4.036019 -0.1268 0.1573 -0.7084 0.163
N -4.763599 -1.302399 -1.934182 1.1184 2.5354 -2.3693 0.185
C -1.874013 0.129059 1.043713 -0.6791 0.2126 -0.8936 -0.204
C 3.321331 -4.629208 1.576193 -0.1425 -0.2100 -0.1963 -0.263
C 2.564331 -3.555070 3.663268 0.0803 0.0530 0.2177 -0.228
C 4.148792 2.739725 5.383188 0.2536 -0.2334 -0.1963 -0.186
C -0.821355 -0.801748 0.387920 0.0232 0.4257 0.4611 -0.178
C -5.131872 -1.543772 -5.626344 -0.1028 -0.0280 -0.0461 -0.117
C 1.695135 6.564636 -5.084217 -0.0210 0.0283 -0.0163 -0.109
C -5.087250 -0.089051 -5.173066 -0.0064 -0.1079 -0.2492 -0.279
C 2.790128 3.522938 -1.391997 -0.3434 -0.3318 -0.0265 -0.201
C 3.310094 0.385337 4.898178 0.0240 -0.0558 0.0385 -0.108
C -4.464430 -0.661091 -2.852291 0.1610 0.0142 0.1135 -0.170
C 2.417751 4.274443 -5.932477 0.2459 0.2283 0.1360 -0.174
C 4.771484 2.844190 4.048751 -0.0214 0.2523 -0.0533 -0.221
C 3.615760 2.310682 -0.955204 0.0969 -0.2085 0.2328 -0.261
C -4.726317 -2.003109 2.522703 -0.1776 0.7417 -0.2840 -0.195
C -3.817729 -0.737268 2.509835 -0.4785 -0.0601 -0.7770 -0.209
C -3.347488 -0.411456 1.032850 0.3075 0.0571 1.0249 -0.201
C -4.091469 0.146935 -4.034654 -0.4041 -0.2805 0.2378 -0.198
C 3.431501 4.142939 -4.868264 0.1018 -0.2543 -0.0716 -0.202
C -5.982354 -1.795797 1.585581 0.2937 -0.7135 0.3700 -0.124
C 1.347645 3.210331 -1.335011 -0.0923 0.2286 0.0083 -0.233
C -1.609750 -4.097101 1.939384 0.5270 0.1057 0.3843 -0.107
C 3.320035 1.872800 0.475051 -0.1070 -0.0528 -0.0344 -0.122
C 2.194990 5.751105 -6.273361 -0.0959 0.3005 0.0963 -0.266
C -0.622046 -2.160030 1.081353 1.0632 -0.1633 -0.7408 -0.256
C 4.116310 1.276746 5.836246 -0.1234 -0.3050 -0.0538 -0.267
C 2.245834 -5.708701 1.620025 -0.0069 -0.0094 -0.0170 -0.106
C 3.728925 -4.137769 2.969017 -0.3551 0.1601 -0.1577 -0.187
C -5.978306 -2.971745 0.557605 -0.1810 -0.8692 -1.5216 -0.737
H -1.060822 -4.927947 1.437941 -0.4994 0.2883 0.1223 0.080
H -3.081400 -0.126731 -4.348106 -0.0082 0.0035 0.0252 0.109
H -5.964042 -0.809288 1.091052 0.0720 -0.4141 0.1337 0.090
H 4.204036 -5.024327 1.067667 0.0578 0.0918 0.0735 0.105
H 3.951618 1.027053 0.751524 0.0267 0.0668 0.0471 0.068
H 2.580993 -6.572937 2.199275 -0.0232 0.0111 -0.0089 0.076
H -4.394335 0.160743 2.828674 0.2514 -0.5892 0.2447 0.099
H 3.683929 1.224736 6.837874 0.0456 0.1160 -0.0009 0.107
H 4.507398 -3.377586 2.887876 -0.0349 0.0226 0.1017 0.112
H -1.617332 0.435987 2.077840 0.1796 -0.3475 -0.4588 0.097
H 0.155265 -0.267159 0.449169 -0.3652 -0.4268 -0.0358 0.095
H 2.279656 0.736226 4.813194 0.0132 -0.0579 -0.0325 0.083
H 2.957243 -3.788527 0.980958 0.0704 0.0410 0.0704 0.108
H -3.504359 -1.307423 0.408125 0.2619 0.4424 0.1151 0.086
H 2.760943 3.730783 -6.813516 0.0329 -0.0830 0.0882 0.117
H 4.723761 3.341482 6.088471 -0.0003 0.0781 -0.0947 0.113
H -5.831845 -1.662978 -6.456326 0.0498 -0.0032 -0.0130 0.064
H -1.033015 -0.888137 -0.696739 -0.1028 -0.2536 0.5950 0.115
H 3.048188 3.802994 -2.416826 -0.1828 -0.0357 0.4883 0.037
H -4.084126 1.201581 -3.753733 0.0676 -0.0336 0.0498 0.107
H 4.122033 -4.962024 3.567037 -0.0504 0.0283 0.0443 0.116
H 2.423060 6.575271 -4.270837 -0.0197 -0.0608 -0.0083 0.070
H 1.522448 7.600615 -5.378610 -0.0292 -0.0302 0.0101 0.071
H -6.087496 0.215899 -4.856344 0.0685 0.0525 0.0619 0.108
H -2.945323 -0.837215 3.187154 -0.3584 -0.0821 -0.3232 0.090
H -5.464512 -2.202365 -4.822484 0.0877 0.0484 0.0443 0.077
H -6.901255 -1.895734 2.193908 0.3720 0.1768 -0.3261 0.091
H 3.424798 1.472665 -1.630616 0.0023 0.1035 -0.0867 0.111
H -4.147418 -1.880202 -5.961698 -0.0215 -0.0137 0.0223 0.072
H -4.813062 0.542358 -6.024085 0.0149 0.0574 0.0668 0.097
H 3.512032 2.682005 1.179670 0.0250 -0.0509 -0.0087 0.043
H -1.870194 1.067628 0.446352 0.1968 -0.4399 0.3365 0.090
H 3.126711 6.189687 -6.638723 -0.0033 -0.1070 -0.0483 0.110
H -5.067431 -2.266220 3.541931 0.2563 0.1777 -0.3494 0.096
H 1.467663 5.821032 -7.084857 0.0506 -0.1182 -0.0208 0.107
H -2.596979 -4.409154 2.313126 0.3472 -0.0403 -0.4536 0.090
H 1.487430 3.815220 -5.592818 0.0543 -0.0302 0.0635 0.124
H 3.137998 3.148519 5.335429 0.0252 0.0097 -0.0721 0.120
H 5.136171 0.890236 5.906825 0.0132 0.1206 0.0439 0.109
H 2.993761 4.377626 -0.743435 -0.0747 -0.0115 0.0149 0.121
H -3.997649 0.385025 0.628718 0.2085 -0.4413 0.0998 0.095
H 1.321095 -5.335701 2.063315 0.0427 0.0084 0.0251 0.055
H 2.281274 1.554368 0.590672 -0.0064 0.0452 -0.0520 0.061
H 4.676310 2.556623 -1.041031 -0.0533 0.0836 -0.1040 0.107
H -4.146726 -2.858644 2.130817 -0.2168 0.4378 0.2266 0.082
H -0.990816 -3.814720 2.823377 -0.3744 -0.0968 -0.3490 0.074
H 3.288037 -0.639121 5.271133 -0.0851 0.0286 -0.0104 0.062
H 0.182279 -2.725255 0.534237 -0.2015 0.4070 0.2412 0.115
H 0.756282 6.160558 -4.699362 0.0309 0.0189 0.0199 0.080
H 2.007550 -6.048635 0.611576 0.0053 -0.0112 0.0331 0.076
H -0.199459 -1.993290 2.101306 -0.5923 -0.0927 -0.3017 0.107
H 3.746482 0.356861 3.897666 -0.0276 0.0771 0.0050 0.066
```
Forces are in eV/Å.

***

2.
A structure of composition C33H22CrLiO3 at a distorted geometry. Source: the Open Molecules 2025 dataset; level of theory: the ωB97M-V functional and the def2-TZVPD basis.

Values from the calculation:
- HOMO level (alpha / beta) (eV) = -13.05 / -13.05
- Kohn-Sham gap (alpha / beta) (eV) = 5.022 / 4.843
- total charge = +2
- relative energy (zero: lowest compared OMol25 entry of this formula, charge and spin) (kJ/mol) = 324.8
- spin multiplicity = 2

Structure (XYZ):
```
60
Properties=species:S:1:pos:R:3:forces:R:3:lowdin_spin:R:1
Cr 2.810117 -0.188323 1.740058 -0.7471 -1.2038 1.2639 0.000
O 4.311774 -2.825162 2.013357 -1.3705 2.3664 -0.2045 0.000
O 3.743371 0.881669 4.435022 -0.8626 -0.8862 -2.2168 0.000
O 0.320093 -1.519105 2.866809 2.0833 1.1558 -0.8589 0.001
C -0.667478 2.259509 6.184636 1.3619 0.8882 -3.1756 0.328
C 2.029075 1.631320 1.006270 -1.1160 1.8816 0.3020 0.000
C -1.121806 -1.308590 5.731792 -0.9660 -0.0694 -1.3340 0.108
C 3.381411 0.452677 3.415994 0.7789 0.6604 2.3137 0.000
C -3.225768 -4.250078 1.558733 -0.0961 0.8499 0.0385 0.000
C 0.853678 0.333763 6.954523 0.1028 1.4693 -0.9491 0.081
C 3.414468 1.757201 1.088809 0.3794 0.8289 0.0409 0.000
C -3.245568 1.029710 1.374235 -0.1464 0.9995 -0.0705 0.001
C -1.177421 0.207386 0.517070 5.5141 1.0931 -1.8654 0.000
C 0.851496 -1.058449 7.136794 0.6594 -0.4941 -0.3043 0.074
C -3.667055 3.451098 1.326777 0.2623 -0.3998 -0.0607 0.000
C -3.840718 -1.922968 1.904827 0.0609 -1.4156 -0.0426 0.000
C 3.679816 -0.288491 -0.192525 0.6062 -0.0845 -0.6824 0.000
C -2.878123 2.352899 0.992360 -0.2286 -0.0840 0.1032 0.000
C -4.098355 -3.276291 2.074986 0.2056 -0.1918 0.0382 0.000
C -0.110906 -1.861645 6.529778 0.5788 -0.4301 -0.1342 0.043
C -4.435700 0.872772 2.097851 -0.5267 1.4423 0.1160 0.000
C -5.216408 1.973052 2.437883 0.2285 0.1093 0.0118 0.000
C -1.131583 0.054632 5.363086 2.7254 0.7801 2.5151 0.020
C -2.092642 -3.839664 0.860506 0.0097 0.3171 0.0152 0.000
C 0.032689 0.418771 0.249589 -3.3663 -0.8288 1.6041 0.000
C 1.294839 -1.003839 2.467009 -1.7658 -1.1355 1.1050 0.000
C -2.704064 -1.486501 1.213635 0.3772 -0.6027 -0.4554 0.000
C -1.954282 2.234605 5.613504 -0.2094 -0.7266 -0.1648 0.002
C -2.405627 -0.083351 1.010932 -1.1308 -0.6573 0.6929 0.000
C -0.009330 0.963451 6.012959 -2.6118 -3.2689 0.5069 0.055
C 3.741997 -1.816124 1.942487 1.4555 -2.3645 0.4756 0.000
C -4.834165 3.270930 2.060881 0.0953 -0.6431 0.0065 0.000
C 1.456676 0.563149 0.284151 -0.4833 0.3237 -0.2930 0.000
C 2.296165 -0.395492 -0.310381 -0.6119 -1.3785 -1.7460 0.000
C -1.827870 -2.486244 0.694333 -0.2113 0.0516 0.0905 0.000
C 4.242912 0.797412 0.500162 1.5229 0.2560 -0.3271 0.000
C -2.251637 0.926764 5.166645 -0.8814 0.6235 -0.8401 0.265
Li -1.304748 0.334153 7.318345 -0.9490 -0.2420 1.6316 -0.003
H -4.731235 -0.113272 2.379922 -0.7059 2.1088 0.3029 0.000
H 1.845779 -1.210401 -0.916328 0.4302 0.6134 0.6777 0.000
H 3.854118 2.606819 1.626835 -0.2276 -0.5235 -0.1570 0.000
H -0.004781 3.085364 5.901462 -0.4213 0.5533 1.4606 0.011
H -6.127082 1.841036 3.013784 0.0918 -0.0806 -0.1201 0.000
H -3.426083 -5.301853 1.701173 -0.0689 -0.0315 0.0027 0.000
H 5.336556 0.898084 0.574248 -0.7073 -0.1155 -0.0027 0.000
H -1.417236 -4.581918 0.451194 -0.0143 0.1268 0.0039 0.000
H -1.978372 2.514317 0.407818 -0.0965 -0.0687 0.0615 0.000
H -3.201390 0.658901 4.653395 0.8409 0.1266 0.5478 0.011
H 1.666956 -1.534051 7.709946 -0.7227 0.3876 -0.1035 0.002
H -4.974841 -3.604001 2.625954 0.0631 0.1524 -0.0973 0.000
H -0.032209 -2.957919 6.642009 -0.3204 0.7763 0.1177 0.000
H 1.362057 2.374313 1.488209 0.5962 -0.5965 -0.4125 0.000
H -0.937247 -2.191258 0.148832 -0.1556 -0.0033 0.0871 0.000
H -3.374923 4.445891 1.012821 0.0322 -0.0965 -0.0109 0.000
H -1.951755 -1.964961 5.382531 0.7389 0.5120 0.2581 0.003
H 1.495229 0.980000 7.578794 -0.2365 -0.4746 -0.4117 0.001
H -4.503358 -1.187589 2.303136 0.1884 -2.2760 -0.0323 0.000
H 4.329982 -1.046431 -0.649602 -0.3769 0.3762 0.3036 0.000
H -2.591472 3.099290 5.391176 0.3753 -0.3980 0.3991 -0.005
H -5.442615 4.124034 2.333010 -0.0303 -0.0580 -0.0205 0.000
```
Forces are in eV/Å.

***

3.
A cluster of 2 separate species, C10H12N2O3 in total at a distorted geometry. Source: the Open Molecules 2025 dataset; level of theory: the ωB97M-V functional and the def2-TZVPD basis.

Values from the calculation:
- HOMO level (alpha / beta) (eV) = -3.30 / -8.36
- Kohn-Sham gap (alpha / beta) (eV) = 3.744 / 7.558
- relative energy (zero: lowest compared OMol25 entry of this formula, charge and spin) (kJ/mol) = 0.0
- spin multiplicity = 3

Structure (XYZ):
```
27
Properties=species:S:1:pos:R:3:forces:R:3:lowdin_spin:R:1
O 0.434915 -2.957559 1.276754 0.1127 0.3506 1.6059 0.008
O 0.911752 0.694169 -2.013128 -1.8163 -0.4258 1.9463 0.049
O -0.604272 -3.131780 -0.748758 -1.3316 0.1910 -1.3236 0.021
N -1.329691 0.338642 -1.159643 0.5343 1.6173 -1.1634 0.092
N -1.664589 0.391588 1.199110 0.2562 -1.7043 -1.6867 0.090
C -0.684454 -0.036811 0.192385 0.2970 2.2125 0.9492 0.484
C -2.910284 -0.138880 0.591129 -0.3374 1.0146 -0.2731 0.029
C 1.514805 0.457780 -0.762611 0.9494 0.8583 -2.4113 0.129
C -2.793385 0.309191 -0.934608 -1.7526 -0.8076 -0.6060 0.028
C 2.631659 0.423641 1.738574 0.4979 -0.4258 -0.2834 0.034
C 1.297888 0.178450 1.642464 -0.0537 -0.0829 1.0666 0.220
C -0.170922 -2.976835 0.305207 1.2311 -0.5431 -0.3097 0.020
C 2.856277 0.573861 -0.722644 0.6694 -0.6264 2.1850 0.113
C 0.715228 0.309749 0.357663 -3.4656 -0.3537 -0.8933 0.200
C 3.433038 0.605525 0.600041 -0.7731 0.3415 -0.0234 0.310
H -1.696519 1.408813 1.384651 0.2319 -0.4965 -0.3349 0.038
H -1.063372 1.355593 -1.368383 0.1124 -0.9020 0.4720 0.061
H -3.802194 0.429909 1.009395 0.9062 -1.4128 -0.1401 0.006
H 4.410624 1.010448 0.701082 0.8373 -0.1492 0.1643 0.024
H -3.439389 1.256610 -1.294254 2.0671 -1.8119 1.1638 0.010
H -2.869477 -1.300997 0.673499 -0.5964 2.2561 -0.0319 0.006
H 0.613629 -0.040729 2.467823 0.5868 0.1018 -0.1572 0.011
H -3.092862 -0.503823 -1.598443 -0.6404 0.0499 0.1945 0.003
H 1.568690 0.562984 -2.640387 1.9672 -0.2395 -1.9038 0.005
H -0.973134 -0.133062 -2.062757 -0.6442 0.4168 2.1930 0.008
H 3.567165 0.531796 -1.506761 -0.0064 0.4438 -1.1893 0.006
H 3.138862 0.381726 2.672608 0.1608 0.1273 0.7905 -0.004
```
Forces are in eV/Å.

***

4.
The ion C2H4N3O with charge +1 at a distorted geometry. Source: the Open Molecules 2025 dataset; level of theory: the ωB97M-V functional and the def2-TZVPD basis.

Values from the calculation:
- HOMO level (alpha / beta) (eV) = -15.12 / -16.28
- Kohn-Sham gap (alpha / beta) (eV) = 9.887 / 8.568
- total charge = +1
- relative energy (zero: lowest compared OMol25 entry of this formula, charge and spin) (kJ/mol) = 0.0
- spin multiplicity = 3

Structure (XYZ):
```
10
Properties=species:S:1:pos:R:3:forces:R:3:lowdin_spin:R:1
O 2.213673 -1.116424 0.084727 1.4016 0.4214 0.4301 0.617
N 1.039737 -1.501612 0.045515 -0.1101 0.3447 -0.4681 0.123
N -0.126029 0.631910 0.382122 0.3757 -2.0739 -1.2010 0.198
N 2.151995 1.398849 -0.075172 0.7034 -0.5282 -0.0622 0.806
C -0.014740 -0.708289 0.109359 -5.2246 1.0665 -0.1122 0.079
C 0.935456 1.550888 0.034974 -1.4678 1.4625 0.6728 0.130
H 0.525186 2.561531 -0.115619 0.0736 -0.1186 0.0174 0.041
H -1.108049 1.045966 0.502066 1.9569 -0.9986 -0.4279 0.004
H 0.898883 -2.489396 -0.114042 -0.4067 -0.6034 -0.1390 0.000
H -1.064643 -1.229929 -0.186592 2.6979 1.0275 1.2902 0.001
```
Forces are in eV/Å.

***

no.,DFT total energy (a.u.)
1,-1635.6184
2,-2547.7287
3,-723.2891
4,-317.6491